# 1
The following is a DFT calculation (the ωB97M-V functional and the def2-TZVPD basis) of C18H17Cl2N3O3ReS2 as an isolated structure.

Calculated values
frontier orbital gap (spin up / spin down)	0.2639 / 0.2338	Ha
largest force on an atom	0.005	Eh/bohr
<S²>	3.772

ORCA input file:
```
! RIJCOSX wB97M-V def2-TZVPD def2/J DEFGRID3
* xyz 2 4
Re 0.00885 0.91200 -0.38074
C 5.35689 1.74423 -2.18673
S 3.89072 1.20919 -3.08515
C 2.71695 1.15322 -1.84068
S 1.11896 0.65558 -2.41142
N 2.99886 1.45019 -0.60948
N 1.92968 1.36192 0.23526
C 2.09589 1.70166 1.46618
C 0.94673 1.61135 2.35451
C 1.01358 1.90061 3.70262
C -0.13729 1.76273 4.47303
C -1.30740 1.33840 3.86909
C -1.30309 1.07063 2.50808
N -0.20583 1.20338 1.76523
H 6.13265 1.83465 -2.94454
H 5.64429 1.00192 -1.44809
H 5.18158 2.71011 -1.72200
H 3.06807 2.04137 1.80359
H 1.94564 2.22842 4.14115
H -0.11432 1.98726 5.53067
H -2.22194 1.22076 4.43209
H -2.20604 0.76050 1.99702
C 1.16481 -3.27603 0.09606
C 0.06276 -2.30644 -0.12956
O 0.32739 -1.08778 0.00549
C -1.26733 -2.75404 -0.51213
C -2.39194 -2.03007 -0.10222
C -3.65777 -2.46002 -0.44697
C -3.80693 -3.60304 -1.22616
C -2.69693 -4.33224 -1.63242
C -1.42860 -3.92811 -1.25620
H 1.99046 -2.79769 0.61522
H 1.52639 -3.61177 -0.88185
H 0.81535 -4.15655 0.63132
H -2.27034 -1.17269 0.54917
H -4.53085 -1.92422 -0.10056
H -4.79815 -3.93665 -1.50205
H -2.82326 -5.22172 -2.23322
H -0.56830 -4.50606 -1.56493
Cl -1.67670 2.68760 -3.71610
C -2.17257 2.67394 -2.06488
Cl -2.22475 0.89891 -1.43134
C -1.23311 3.49763 -1.16520
O -1.39598 4.67159 -1.10371
O -0.29178 2.82452 -0.52244
H -3.20531 2.99084 -1.95499
*
```

# 2
The following is a DFT calculation (the ωB97M-V functional and the def2-TZVPD basis) of C18H17Cl3GeN5O3Pd as an isolated structure.

Calculated values
frontier orbital gap (spin up / spin down)	0.2040 / 0.2097	Ha
largest force on an atom	0.034	Eh/bohr
<S²>	0.767

ORCA input file:
```
! RIJCOSX wB97M-V def2-TZVPD def2/J DEFGRID3
* xyz 0 2
Pd 0.81168 0.81959 1.05329
O 1.81156 2.71178 0.98800
C 1.39036 3.80871 0.30932
C 2.24630 4.91154 0.30983
C 1.88138 6.08900 -0.31322
C 0.65203 6.18289 -0.96556
C -0.19248 5.09691 -0.97049
C 0.13973 3.88517 -0.34302
C -0.88371 2.85252 -0.42297
N -0.87637 1.66413 0.06584
N -2.00404 0.91400 -0.13578
C -1.99923 -0.15147 0.65593
O -1.12310 -0.43448 1.50695
C -3.15112 -1.09368 0.50181
C -3.10652 -2.31555 1.16355
C -4.14749 -3.22233 1.03188
C -5.24453 -2.90853 0.24113
C -5.29377 -1.68725 -0.41921
C -4.25088 -0.78345 -0.29353
H 3.18728 4.81705 0.82820
H 2.55261 6.93773 -0.28939
H 0.35871 7.10031 -1.45709
H -1.15278 5.16252 -1.46789
H -1.80045 3.13140 -0.94402
H -2.24599 -2.53335 1.78170
H -4.10558 -4.17273 1.54894
H -6.06046 -3.61305 0.13978
H -6.14874 -1.43968 -1.03550
H -4.27195 0.16661 -0.80863
C 2.64547 -4.61191 -0.41999
N 1.83670 -3.41710 -0.46012
C 1.35603 -2.80923 -1.68645
C 0.86277 -1.45271 -1.18285
O 0.36374 -0.59483 -1.86683
N 1.13811 -1.37086 0.17216
C 1.74041 -2.49544 0.51742
N 2.17670 -2.72415 1.76500
H 2.27449 -5.31433 -1.16385
H 2.55746 -5.09935 0.55040
H 3.69945 -4.40619 -0.62927
H 0.54970 -3.37545 -2.15290
H 2.16340 -2.66030 -2.40755
H 2.22801 -1.91471 2.36712
H 2.85689 -3.44441 1.92706
Cl 3.94392 -0.43125 -0.71960
Ge 2.99281 1.17659 0.36425
Cl 3.03300 0.47566 2.53488
Cl 4.60851 2.57370 0.23124
*
```

# 3
The following is a DFT calculation (the ωB97M-V functional and the def2-TZVPD basis) of C18H17Cl3N7NaO2S3Si as an isolated structure.

Calculated values
frontier orbital gap	0.2248	Ha
largest force on an atom	0.018	Eh/bohr

ORCA input file:
```
! RIJCOSX wB97M-V def2-TZVPD def2/J DEFGRID3
* xyz -2 1
Na 0.81961 1.84197 0.86826
C 1.32419 2.22636 7.56814
S 0.80072 3.66785 6.61199
C 1.25232 3.16662 4.93358
S 0.31766 3.84624 3.66395
N 2.30055 2.41959 4.87437
N 2.60720 1.99383 3.58666
C 3.33149 2.78033 2.90786
C 3.56565 2.49321 1.47980
C 3.59430 3.54704 0.62774
C 3.54725 3.88441 -0.77391
C 3.19635 3.29322 -1.94944
C 3.80438 0.10223 0.66827
N 3.67967 1.13751 1.19039
H 1.12893 2.44635 8.61954
H 2.38223 2.03407 7.41906
H 0.75146 1.34966 7.27004
H 3.67302 3.73652 3.30650
H 3.59824 4.45673 1.23003
H 3.77022 4.94173 -0.92290
H 4.26767 -0.48995 -3.74667
H 4.15999 -0.86818 -3.14560
N -1.25274 -6.36687 -5.60865
C -1.69029 -5.16243 -5.03049
C -0.81118 -4.37194 -4.29522
C -1.22758 -3.16462 -3.75721
C -2.52869 -2.73014 -3.96186
C -3.41029 -3.50917 -4.69758
C -2.99572 -4.71747 -5.23133
S -3.17817 -1.21401 -3.24235
O -1.74411 -0.50882 -3.08831
O -3.91534 -0.58344 -4.34388
N -2.21662 0.64268 -0.53668
C -2.35209 0.54651 0.77025
N -1.39163 1.10017 1.58570
C -1.56640 1.01051 2.89883
C -2.66083 0.39458 3.47726
C -3.58702 -0.12587 2.58345
N -3.46478 -0.06358 1.27295
H -0.47306 -6.78329 -5.12334
H -1.99126 -7.04017 -5.74223
H 0.21062 -4.70211 -4.14478
H -0.53871 -2.55899 -3.18392
H -4.41848 -3.15350 -4.87032
H -3.68264 -5.31844 -5.81751
H -0.80139 1.48179 3.51144
H -2.78571 0.34184 4.54845
H -4.48524 -0.62064 2.95074
Cl 0.34061 -0.88615 -1.05635
Si -1.20501 0.36948 -1.74573
Cl -0.68086 2.10775 -2.70668
Cl 2.63147 1.57901 -1.70232
*
```

# 4
The following is a DFT calculation (the ωB97M-V functional and the def2-TZVPD basis) of one molecule with the formula C18H17ClF3NO3.

Calculated values
frontier orbital gap	0.3186	Ha
largest force on an atom	0.013	Eh/bohr
SMILES	COC(=O)[C@](Nc1ccccc1Cl)(c1cc(C)c(O)c(C)c1)C(F)(F)F

ORCA input file:
```
! RIJCOSX wB97M-V def2-TZVPD def2/J DEFGRID3
* xyz 0 1
C -1.37494 -3.28472 -2.60732
O -1.29338 -2.26704 -1.61323
C -0.15590 -2.20587 -0.93287
O 0.78413 -2.92620 -1.10925
C -0.16732 -1.07626 0.13021
N -1.34236 -0.26786 -0.00928
C -1.54247 1.02341 0.41518
C -0.67466 1.72421 1.25345
C -0.94723 3.02666 1.62663
C -2.09102 3.66850 1.18690
C -2.97428 2.99078 0.36324
C -2.69693 1.69360 -0.01453
Cl -3.81826 0.86550 -1.05788
C 1.11630 -0.29044 -0.08086
C 1.14601 0.58575 -1.15817
C 2.26931 1.34441 -1.43616
C 2.28232 2.30201 -2.59490
C 3.39250 1.20502 -0.61693
O 4.52885 1.92240 -0.82615
C 3.38561 0.31012 0.45701
C 4.60955 0.18448 1.30687
C 2.24499 -0.43261 0.71186
C -0.24432 -1.82223 1.48880
F -0.10352 -1.01310 2.54501
F -1.45486 -2.39503 1.61223
F 0.64736 -2.80495 1.64218
H -1.35345 -4.26893 -2.13703
H -2.31864 -3.12524 -3.12188
H -0.53446 -3.20303 -3.29824
H -2.10989 -0.67653 -0.52345
H 0.21746 1.24672 1.62030
H -0.25445 3.54066 2.27514
H -2.30157 4.68424 1.48139
H -3.87566 3.46712 0.00979
H 0.27313 0.68905 -1.78550
H 3.06018 2.03935 -3.31415
H 1.32648 2.27642 -3.11005
H 2.45125 3.32519 -2.25466
H 4.41388 2.49469 -1.59380
H 5.46625 -0.07499 0.68763
H 4.83145 1.13882 1.78231
H 4.47506 -0.57456 2.07140
H 2.26099 -1.11795 1.54294
*
```

# 5
The following is a DFT calculation (the ωB97M-V functional and the def2-TZVPD basis) of C18H17ClN2O3S2 as an isolated structure.

Calculated values
frontier orbital gap	0.2772	Ha
largest force on an atom	0.290	Eh/bohr

ORCA input file:
```
! RIJCOSX wB97M-V def2-TZVPD def2/J DEFGRID3
* xyz 0 1
O 2.18696 -0.28791 -0.50423
C 2.88287 -0.05972 0.43804
O 3.75600 -0.97227 0.68368
H 3.85157 -1.80812 0.19021
C 3.04406 1.05287 1.47317
H 2.92173 1.82853 1.00996
C 1.55156 0.66700 2.40194
C 1.49463 -0.53875 2.83565
H 2.34002 -1.21419 2.59241
H 1.45027 -0.37204 4.04575
C 0.03789 -1.45405 2.45794
N 0.01086 -1.61693 1.02521
C -0.81648 -0.75440 0.51735
N -1.29424 -1.05064 -0.84738
C -0.32355 -1.84087 -1.55731
C 0.54930 -2.72474 -0.73749
C 0.86912 -2.41865 0.72081
O 1.67367 -3.09505 1.30736
S 1.37263 -3.53368 -2.04544
C 0.38880 -3.15588 -3.20129
C -0.38556 -2.16342 -2.93471
H -1.25946 -1.89429 -3.52607
H 0.56698 -3.51089 -4.27296
S -2.10623 0.14365 1.37735
C -2.76883 1.20050 -0.38249
C -2.50442 2.65991 -0.12609
C -1.09214 3.08697 -0.39487
C -0.97244 4.37496 -0.67198
C -1.81148 5.20015 -0.01198
C -3.09158 4.90083 0.40312
C -3.40898 3.54622 0.20766
H -4.23211 3.25580 0.59423
H -3.83299 5.62098 0.64683
H -1.44803 6.38130 -0.02741
H 0.15386 4.67355 -0.81898
Cl -0.17098 1.84580 -1.19948
H -2.37695 0.70564 -1.09364
H -4.06592 0.88496 0.19832
H -0.76550 -0.85419 2.96474
H 0.12562 -2.50743 3.01574
H 1.36267 1.62550 3.08495
H 0.59633 0.65100 1.58074
H 3.76192 0.76309 2.15939
*
```

# 6
The following is a DFT calculation (the ωB97M-V functional and the def2-TZVPD basis) of C18H17F6N4O9RhS3 as an isolated structure.

Calculated values
frontier orbital gap (spin up / spin down)	0.1637 / 0.2733	Ha
largest force on an atom	0.005	Eh/bohr
<S²>	6.021

ORCA input file:
```
! RIJCOSX wB97M-V def2-TZVPD def2/J DEFGRID3
* xyz -2 5
Rh 0.35428 0.18731 0.15586
C -0.97911 -4.08274 6.84244
C -0.30766 -3.67729 5.55715
C 1.07699 -3.63326 5.45704
C 1.69416 -3.22309 4.28174
C 0.91748 -2.85903 3.19659
C -0.46867 -2.90175 3.27366
C -1.07101 -3.31149 4.44900
S 1.67541 -2.30559 1.68651
O 1.03101 -2.99514 0.60487
O 3.09893 -2.46974 1.87346
N 1.28050 -0.75004 1.60405
C 1.81450 0.11626 2.65127
C 0.93548 1.36566 2.83728
O 1.16962 2.07365 3.81721
O 0.06932 1.57468 1.92313
H -0.28038 -4.58634 7.51150
H -1.81930 -4.75300 6.65414
H -1.37041 -3.20688 7.36530
H 1.68349 -3.91784 6.31028
H 2.77162 -3.18300 4.19100
H -1.07158 -2.61078 2.42527
H -2.15355 -3.34135 4.50205
H 2.81946 0.46211 2.38828
H 1.88439 -0.39981 3.61077
F -4.92426 -1.66600 -1.18941
C -4.01095 -0.88090 -0.60108
F -4.63136 -0.15111 0.33052
F -3.50214 -0.06464 -1.51147
S -2.69755 -1.89496 0.20896
O -1.70875 -0.90399 0.55956
O -3.38721 -2.53855 1.28824
N -2.28320 -2.97615 -0.84445
S -1.12429 -2.92583 -1.91865
O -0.34859 -1.71808 -1.95483
O -0.47963 -4.19686 -2.00935
C -2.10747 -2.87316 -3.48259
F -2.91969 -3.93237 -3.57995
F -1.27331 -2.89967 -4.53209
F -2.85128 -1.77179 -3.57985
N -2.97691 3.77712 -5.03384
C -2.89406 4.07761 -3.65068
O -3.47309 5.09548 -3.23748
C -2.12045 3.18563 -2.84384
C -1.36886 2.07941 -3.35329
C -0.71305 1.23600 -2.50840
N -0.71524 1.37794 -1.15391
C -1.37435 2.47030 -0.64898
C -2.06018 3.35061 -1.42687
H -3.75457 4.27560 -5.43990
H -3.00263 2.79042 -5.24565
H -1.28365 1.89454 -4.41664
H -0.15641 0.39376 -2.89242
H -1.31246 2.58689 0.42484
H -2.57582 4.18423 -0.97094
C 2.00354 1.01698 -0.46005
H 2.95694 0.72099 -0.03790
H 1.99034 1.57408 -1.38956
*
```